Here is a cluster of 5 separate species, C24H62Cl2N7O4S2 in total from the Open Molecules 2025 dataset. Energies are from ωB97M-V/def2-TZVPD.

Atoms and positions in Å:
C 3.261196 2.002588 -1.245255
C 1.770583 1.836435 -1.566494
Cl 0.822094 3.018134 -0.591302
C 1.295415 0.412815 -1.224549
Cl 2.337704 -0.760469 -2.015697
S -0.472535 -0.080178 -1.660805
S -0.461471 -0.652711 -3.612929
C -1.598962 1.328531 -1.711433
C -3.033374 0.777519 -1.655031
C -4.005860 1.800512 -2.242664
C -5.466296 1.367944 -2.071162
N -6.317095 2.544926 -2.016103
C -7.663449 2.428962 -1.652421
N -8.290329 3.477111 -1.308554
N -8.163697 1.105496 -1.794091
H 3.887632 1.851150 -2.123470
H 3.565942 1.305244 -0.459442
H 3.432088 3.002751 -0.846542
H 1.580193 2.056204 -2.619827
H 1.360033 0.233730 -0.146262
H -0.915638 -1.889967 -3.318691
H -1.388279 1.946625 -0.838940
H -1.425718 1.897659 -2.628830
H -3.281947 0.583546 -0.605665
H -3.114590 -0.178301 -2.185747
H -3.847170 2.778260 -1.771090
H -3.796760 1.912608 -3.312712
H -5.770961 0.748451 -2.918482
H -5.557117 0.732460 -1.173191
H -5.899288 3.288058 -1.470660
H -9.254191 3.274760 -1.061007
H -9.174375 1.134558 -1.874328
H -7.936077 0.535591 -0.986353
C 9.406634 4.225031 -0.021901
C 8.375930 4.793594 -0.991046
C 6.922728 4.586598 -0.549014
O 6.426326 3.267663 -0.723643
C 6.767371 2.358609 0.306612
N 8.645421 4.273828 -2.331253
H 9.476356 3.139956 -0.105289
H 10.391220 4.629515 -0.250729
H 9.164209 4.476391 1.012199
H 8.522121 5.877816 -1.031114
H 6.283270 5.218625 -1.170450
H 6.785559 4.899870 0.494275
H 6.803736 2.853485 1.281540
H 7.725264 1.869529 0.118876
H 5.994143 1.589789 0.334303
H 8.059009 4.742882 -3.013702
H 8.368632 3.297149 -2.363204
C -2.339807 -7.056453 -1.627157
C -2.840648 -6.375170 -2.896424
C -1.937062 -5.238535 -3.385528
O -2.037966 -4.036685 -2.626725
C -1.264260 -3.998803 -1.443923
N -4.228563 -5.962275 -2.698572
H -2.533623 -6.445471 -0.744229
H -2.861654 -8.001095 -1.485037
H -1.268702 -7.261125 -1.678272
H -2.837886 -7.120971 -3.697392
H -2.237771 -4.965610 -4.399173
H -0.889337 -5.563661 -3.422864
H -0.300481 -4.501363 -1.578852
H -1.768661 -4.415750 -0.570323
H -1.081720 -2.941799 -1.236289
H -4.627870 -5.632678 -3.571212
H -4.249184 -5.163923 -2.071354
C -0.116772 2.412478 4.959662
C -0.082878 2.729751 3.470488
C -1.460787 2.942582 2.830347
O -2.184010 1.748331 2.580978
C -2.927104 1.245154 3.679106
N 0.671038 1.683283 2.771789
H -0.437980 1.385294 5.140935
H 0.879215 2.521296 5.386044
H -0.792990 3.081982 5.492849
H 0.459155 3.671725 3.340253
H -1.310555 3.394385 1.844941
H -2.065815 3.639900 3.422316
H -3.336699 2.059973 4.282366
H -2.324107 0.599313 4.321935
H -3.751147 0.659437 3.274109
H 0.746479 1.952112 1.795822
H 0.079164 0.857819 2.769131
C 1.993852 -2.994160 2.955034
C 0.951423 -2.292098 2.095806
C -0.480804 -2.372056 2.639813
O -1.112690 -3.617356 2.436105
C -0.841374 -4.612600 3.410518
N 1.042730 -2.797041 0.723052
H 1.937498 -4.077228 2.840668
H 2.994346 -2.686234 2.654932
H 1.864003 -2.752362 4.010798
H 1.212855 -1.231090 2.071681
H -1.094919 -1.644130 2.096478
H -0.509083 -2.095266 3.702820
H -0.736391 -4.169478 4.405079
H 0.062366 -5.179957 3.177827
H -1.688448 -5.296070 3.417660
H 0.411651 -2.269072 0.126984
H 0.658371 -3.738597 0.718282

Atomic forces in eV per Å
C -0.061 0.086 0.377
C 0.037 -0.206 -0.070
Cl 0.158 -0.008 -0.079
C 0.338 0.390 -0.212
Cl -0.094 -0.111 0.087
S 0.228 -0.205 0.267
S -0.137 -0.072 -0.136
C -0.510 0.233 0.069
C 0.058 0.002 0.177
C -0.067 -0.180 -0.195
C 0.012 -0.160 0.005
N 0.005 -0.121 0.648
C 0.220 -0.057 -0.179
N -0.031 -0.113 -0.103
N -0.399 0.261 -0.023
H -0.077 -0.043 0.083
H -0.004 0.044 -0.112
H 0.082 -0.036 -0.255
H -0.106 0.020 0.147
H -0.207 0.038 -0.100
H 0.024 -0.097 -0.037
H -0.003 -0.116 -0.142
H 0.189 -0.063 0.136
H 0.039 -0.029 -0.115
H -0.034 0.127 -0.050
H 0.024 -0.130 -0.006
H 0.026 0.178 0.140
H 0.009 0.021 0.121
H 0.055 0.147 -0.046
H -0.069 0.171 -0.257
H 0.041 -0.001 0.004
H 0.085 -0.049 0.061
H 0.150 -0.061 -0.132
C 0.017 0.022 0.022
C 0.076 -0.077 -0.017
C -0.054 0.091 -0.066
O -0.040 -0.032 0.098
C -0.046 -0.047 -0.081
N -0.152 0.008 0.000
H -0.016 0.000 0.001
H 0.001 -0.017 -0.023
H -0.002 -0.003 -0.001
H -0.029 0.008 0.028
H -0.014 -0.035 -0.015
H 0.040 -0.004 0.004
H 0.013 0.007 0.001
H 0.020 0.022 0.049
H 0.003 -0.004 0.006
H 0.057 0.047 -0.013
H 0.064 -0.012 0.006
C 0.022 -0.023 0.001
C -0.060 -0.013 0.106
C -0.022 -0.071 -0.097
O 0.101 0.127 -0.018
C 0.050 0.169 -0.019
N 0.064 0.139 -0.101
H 0.004 0.009 -0.009
H -0.024 0.017 0.007
H -0.001 0.001 0.001
H 0.044 0.012 -0.014
H -0.023 0.045 0.023
H -0.010 -0.014 0.021
H -0.006 -0.006 0.005
H -0.050 -0.068 -0.064
H 0.023 -0.022 0.090
H -0.034 -0.081 -0.011
H -0.020 -0.051 0.053
C -0.024 0.004 0.010
C -0.023 -0.046 0.050
C 0.017 0.070 -0.027
O 0.004 -0.018 -0.042
C -0.035 -0.010 -0.009
N -0.047 0.031 -0.102
H -0.019 0.017 -0.012
H 0.006 -0.026 -0.014
H -0.001 0.000 0.004
H -0.005 0.003 -0.011
H -0.008 0.004 -0.003
H -0.004 -0.033 0.027
H -0.005 -0.005 0.004
H 0.004 0.028 0.010
H 0.004 -0.003 0.000
H 0.123 0.013 -0.009
H 0.021 -0.141 0.044
C 0.003 -0.016 0.033
C 0.008 -0.113 0.025
C -0.035 0.095 0.020
O 0.034 -0.015 -0.036
C -0.055 0.002 0.016
N -0.054 0.089 -0.077
H -0.018 0.005 0.013
H 0.000 -0.021 -0.026
H -0.003 -0.003 -0.008
H 0.000 0.162 0.043
H -0.014 -0.016 -0.005
H 0.039 -0.026 -0.014
H 0.003 -0.009 0.003
H 0.016 0.023 0.017
H 0.003 0.001 -0.005
H -0.013 -0.001 0.049
H 0.100 -0.045 -0.016

Its max |F| is 0.66 eV/A. Its charge is +1. Its HOMO-LUMO gap is 7.1 eV. Its total energy is -91220.92634 eV.

---

Here is the ion HO3S3 with charge -1 from the Open Molecules 2025 dataset. Energies are from ωB97M-V/def2-TZVPD.

Atoms and positions in Å:
O -0.716166 -1.237953 -0.567761
S -0.877122 -0.170633 0.395349
O -1.652941 1.033094 0.011624
O -1.635528 -0.758221 2.187090
S 1.385667 0.155468 0.735649
S 1.510842 1.045093 -1.073922
H 1.985248 -0.066847 -1.688030

Atomic forces in eV per Å
O -0.534 0.258 -0.122
S -3.122 -0.798 4.906
O 1.994 -1.650 0.210
O 2.473 1.453 -4.817
S -1.459 0.601 0.552
S 0.897 -0.288 -0.526
H -0.248 0.425 -0.204

The SMILES is O=S(=O)([O-])SS. Its max |F| is 5.87 eV/A. Its charge is -1. Its HOMO-LUMO gap is 7.9 eV. The value obtained for the energy above the lowest of the compared OMol25 structures with the same formula, charge and spin is 335.54 kJ/mol. Its total energy is -38663.04012 eV.

---

Here is a structure of composition C15H16Cl2N3O5Pd from the Open Molecules 2025 dataset. Energies are from ωB97M-V/def2-TZVPD.

Atoms and positions in Å:
Pd 0.223339 0.399235 0.349660
Cl 5.219621 0.268763 0.938776
C 3.952451 0.325932 2.131090
C 4.301894 0.374818 3.489577
C 3.348280 0.427293 4.464036
Cl 3.826347 0.488440 6.143035
C 1.976139 0.426640 4.116922
C 0.888204 0.471600 5.021529
C -0.392672 0.453001 4.554679
C -0.629037 0.385373 3.163928
N 0.373956 0.345187 2.324242
C 1.666372 0.373756 2.755225
C 2.632301 0.336288 1.704226
O 2.245541 0.322386 0.470605
H 5.348019 0.372496 3.758362
H 1.090721 0.518177 6.081957
H -1.235373 0.483314 5.229281
H -1.618368 0.349963 2.734428
O -3.767084 -1.159067 0.284300
C -2.714894 -0.549839 0.389765
O -1.563106 -1.082478 0.587220
C -2.745064 1.075349 0.406963
O -3.747302 1.763091 0.477428
O -1.564484 1.582129 0.212551
C -1.287027 0.733010 -4.248065
C -1.147404 -0.599124 -3.515694
C 0.043949 -1.387389 -4.073021
C -2.430136 -1.410220 -3.661016
N -1.041832 -0.339270 -2.078030
N 0.093162 0.413541 -1.668244
H -1.532156 0.563294 -5.295567
H -0.362485 1.311628 -4.221390
H -2.079572 1.324343 -3.793030
H -0.110239 -1.631001 -5.123705
H 0.173644 -2.320892 -3.525269
H 0.973876 -0.820095 -4.008128
H -2.646329 -1.591244 -4.713458
H -3.262782 -0.880901 -3.205000
H -2.339996 -2.372485 -3.159585
H -1.090279 -1.189085 -1.504427
H -0.060234 1.388405 -1.953981
H 0.990025 0.055623 -2.042165

Atomic forces in eV per Å
Pd -0.652 0.511 0.118
Cl -0.059 0.002 0.077
C 0.288 0.033 0.017
C 0.042 -0.011 -0.146
C -0.109 0.007 0.067
Cl -0.026 0.000 -0.048
C 0.114 -0.017 0.285
C 0.066 -0.001 0.028
C -0.058 -0.069 -0.187
C 0.216 -0.082 0.216
N -0.152 0.447 0.075
C -0.346 -0.088 -0.065
C 0.145 0.007 -0.254
O 0.540 -0.281 0.028
H 0.046 -0.004 0.003
H 0.006 0.005 0.041
H -0.021 0.007 0.014
H -0.049 0.036 -0.002
O -0.460 0.043 -0.361
C 0.037 0.290 1.034
O -0.414 0.152 -0.291
C 1.097 -0.276 -1.005
O -0.425 -0.552 0.287
O 0.037 -0.129 0.454
C -0.032 -0.028 0.028
C 0.057 -0.067 0.068
C -0.039 -0.003 0.036
C 0.043 0.021 -0.069
N 0.120 -0.241 -0.158
N 0.426 -0.011 -0.404
H -0.003 -0.019 -0.075
H 0.062 0.028 0.002
H -0.064 0.035 0.032
H -0.014 0.005 -0.085
H -0.006 -0.060 0.037
H 0.058 0.036 -0.008
H -0.015 -0.023 -0.070
H -0.066 0.067 0.034
H 0.026 -0.090 0.065
H -0.031 0.438 -0.044
H 0.142 -0.467 0.207
H -0.531 0.346 0.020

Its max |F| is 1.51 eV/A. Its charge is -1. Its HOMO-LUMO gap is 6.6 eV. The value obtained for the energy above the lowest of the compared OMol25 structures with the same formula, charge and spin is 25.13 kJ/mol. Its total energy is -59049.72143 eV.

---

Here is a structure of composition C21H26N3OOsS2 from the Open Molecules 2025 dataset. Energies are from ωB97M-V/def2-TZVPD.

Atoms and positions in Å:
Os 0.611880 0.216575 0.076762
C -1.546185 3.993129 0.803382
C -0.654678 4.959253 0.382017
C 0.567478 4.556245 -0.139818
C 0.874746 3.195436 -0.218430
N -0.021624 2.250705 0.215137
C -1.190501 2.644629 0.697500
C 2.091514 2.656675 -0.748997
C 3.143605 3.494918 -1.247498
C 4.281984 2.937358 -1.752380
C 4.399376 1.540220 -1.768423
C 3.361677 0.695796 -1.278185
C 2.202187 1.219740 -0.761035
H -2.513336 4.256437 1.209124
H -0.901187 6.010398 0.449478
H 1.272458 5.297775 -0.484384
H -1.869595 1.863837 1.013440
H 3.044363 4.570997 -1.226244
H 5.084181 3.555651 -2.130481
H 5.304280 1.086470 -2.155352
H 3.517761 -0.373237 -1.319459
C -1.642327 -2.693850 3.476684
C -2.080242 -1.247349 3.609712
S -0.885604 -0.008366 3.098790
O -0.601496 -0.404772 1.605330
C 0.594939 -0.453444 4.053966
C 1.567414 -1.381479 3.345711
H -2.491976 -3.330767 3.719214
H -0.840405 -2.945643 4.168318
H -1.328058 -2.922171 2.458916
H -2.311944 -0.962840 4.640857
H -2.963809 -1.017246 3.011230
H 0.201154 -0.886542 4.975844
H 1.059430 0.497929 4.311621
H 1.096429 -2.295704 2.993390
H 2.351651 -1.648812 4.053633
H 2.048837 -0.882158 2.503787
C -1.506879 -4.518420 -3.801360
C -1.303590 -3.251337 -3.053837
C -2.121032 -2.149393 -3.118571
C -1.827030 -1.020585 -2.347479
N -0.755237 -1.010463 -1.538884
C 0.037962 -2.081186 -1.480697
S 1.391509 -1.945222 -0.422837
N -0.227830 -3.174042 -2.219007
C -2.660981 0.207474 -2.419431
H -2.247111 -4.387633 -4.585558
H -1.863487 -5.293422 -3.117235
H -0.573263 -4.865287 -4.247023
H -2.984610 -2.160117 -3.767478
H 0.400645 -3.969209 -2.152413
H -2.341447 0.799433 -3.282069
H -2.540753 0.810943 -1.522600
H -3.711249 -0.037346 -2.566687

Atomic forces in eV per Å
Os -0.014 0.027 -0.092
C -0.006 -0.014 0.001
C 0.001 0.023 0.002
C -0.010 -0.023 0.006
C -0.027 0.046 0.008
N 0.019 0.011 -0.018
C 0.014 -0.011 -0.001
C 0.064 0.001 -0.028
C -0.017 -0.017 0.007
C 0.023 -0.004 -0.010
C -0.012 -0.004 0.007
C 0.015 0.009 -0.008
C -0.045 0.024 0.076
H 0.000 -0.003 0.002
H -0.002 -0.001 0.000
H 0.005 -0.003 -0.002
H -0.015 0.012 0.002
H -0.012 0.001 0.003
H 0.001 -0.003 -0.001
H -0.002 -0.006 0.002
H 0.016 0.001 -0.006
C 0.002 0.005 -0.002
C -0.011 0.004 0.008
S 0.006 0.001 -0.018
O 0.007 -0.014 0.086
C -0.008 -0.008 -0.007
C 0.011 0.012 0.010
H -0.001 -0.001 -0.001
H -0.002 -0.002 0.002
H 0.001 -0.002 0.002
H 0.006 -0.002 0.001
H 0.004 -0.003 -0.007
H -0.001 0.000 0.000
H 0.001 0.002 -0.002
H 0.002 0.000 -0.004
H -0.003 -0.004 -0.001
H -0.008 -0.003 -0.006
C -0.003 0.013 0.005
C 0.002 -0.010 -0.005
C -0.002 0.004 -0.004
C 0.001 -0.014 -0.017
N 0.048 -0.022 0.037
C -0.017 -0.009 0.002
S -0.029 -0.015 -0.031
N -0.004 0.004 -0.003
C 0.001 0.000 0.001
H -0.003 -0.002 0.002
H 0.005 -0.005 -0.003
H 0.001 -0.001 -0.002
H 0.000 0.005 0.000
H 0.001 0.000 0.007
H -0.005 0.000 -0.001
H 0.002 -0.001 0.001
H -0.001 0.000 0.000

Its max |F| is 0.10 eV/A. Its charge is +3. Its HOMO-LUMO gap (spin up / spin down) is 8.1 / 5.3 eV. As for the spin multiplicity: 5. The value obtained for the energy above the lowest of the compared OMol25 structures with the same formula, charge and spin is 4.17 kJ/mol. Its total energy is -52827.28559 eV.